Molecular formula: C30H39BrClN2O5S
Method: DFT, ωB97M-V with the def2-TZVPD basis set

Summary:
Molecular weight (g mol⁻¹): 655.08
Energy (eV): -138341.135
HOMO energy (eV): -10.4
Net charge: +1

Each line ends with the Mulliken charge.
Atoms and positions in Å:
C: 4.0098 -3.6880 0.9847  -1.25
C: 3.5228 -2.2442 0.3956  0.43
C: 4.6718 -1.1179 0.4825  -0.87
C: 4.0794 0.4003 0.3939  0.33
O: 3.0435 0.4823 1.4095  -0.09
C: 2.2434 1.6622 1.3142  0.12
O: 1.9009 2.0934 2.6407  -0.43
C: 1.4065 1.0319 3.4646  0.33
O: 2.1260 0.2785 4.1800  -0.51
C: -0.1819 0.7640 3.5997  0.77
C: -1.0250 2.0517 3.9515  -0.39
C: -2.5578 2.0173 4.1735  -0.51
C: -3.2471 0.6083 4.0302  -0.40
C: -2.4097 -0.6685 3.6545  -0.45
C: -0.8478 -0.6244 3.4449  -0.30
S: 3.0544 3.2428 0.6464  -0.33
C: 2.6023 2.9645 -1.1113  0.78
C: 3.4423 3.7381 -2.2177  -1.23
N: 1.5807 2.0975 -1.1810  1.21
C: 1.1243 1.7164 -2.5505  -1.11
C: 1.8441 0.4262 -3.1728  0.77
C: 1.0936 0.0633 -4.5763  -1.27
Cl: 3.6166 0.6826 -3.6142  -0.15
C: 1.0610 1.6489 0.1740  -0.59
C: 0.6942 0.0561 0.1720  1.06
C: -0.7189 -0.2850 -0.5213  -0.49
C: -0.5493 -1.5328 -1.5166  -0.32
N: -1.7373 -2.4327 -1.5959  -0.38
C: -2.9700 -1.6939 -2.0778  -0.59
C: -4.0787 -1.9197 -0.9071  0.42
C: -4.4579 -3.4298 -0.6540  -0.50
C: -5.4716 -3.7346 0.4782  -0.49
C: -6.0363 -2.5435 1.2937  -0.40
C: -5.6802 -1.0551 1.0312  -0.46
C: -4.6590 -0.7293 -0.1038  0.36
O: -4.2597 0.6262 -0.3621  -0.56
C: -0.1033 2.6471 0.6680  0.32
C: -0.9819 3.2904 -0.5039  -0.29
O: -2.1727 2.9264 -0.7118  -0.42
Br: -0.3412 4.7571 -1.7202  -0.14
H: 4.6794 -4.2545 0.2515  0.31
H: 3.0438 -4.3069 1.1151  0.35
H: 4.4676 -3.5720 2.0244  0.33
H: 3.2395 -2.4326 -0.7011  0.14
H: 2.5661 -1.9895 0.9638  -0.19
H: 5.3050 -1.2403 -0.4787  0.30
H: 5.3632 -1.2408 1.3853  0.40
H: 4.9467 1.1264 0.5386  0.34
H: 3.6014 0.4581 -0.6608  -0.24
H: -0.5128 3.0795 4.0751  0.32
H: -3.1392 2.9742 4.4319  0.35
H: -4.3764 0.5800 4.2066  0.35
H: -3.0171 -1.6389 3.5840  0.35
H: -0.2387 -1.5572 3.1915  0.40
H: 2.9101 3.8841 -3.2150  0.27
H: 3.6299 4.8028 -1.7986  0.44
H: 4.4749 3.2515 -2.2981  0.32
H: -0.0108 1.4851 -2.5572  0.17
H: 1.2469 2.5632 -3.3296  0.48
H: 1.8160 -0.5044 -2.5022  -0.05
H: 1.5308 -0.9674 -4.8754  0.37
H: -0.0364 -0.0442 -4.4599  0.35
H: 1.3901 0.7774 -5.4216  0.37
H: 1.5071 -0.5417 -0.3809  -0.56
H: 0.6286 -0.3577 1.2506  -0.19
H: -1.2380 0.5948 -1.0291  0.00
H: -1.4394 -0.6348 0.3183  0.17
H: 0.3719 -2.1948 -1.2934  -0.02
H: -0.3739 -1.1051 -2.5731  0.18
H: -1.5137 -3.1006 -2.3644  0.31
H: -3.3192 -2.2224 -3.0300  0.46
H: -2.7822 -0.5898 -2.3018  0.16
H: -3.9628 -4.2525 -1.2920  0.28
H: -5.7362 -4.8213 0.6964  0.34
H: -6.7680 -2.7407 2.1639  0.30
H: -6.0900 -0.1663 1.6208  0.39
H: -4.2485 0.7890 -1.3313  0.38
H: 0.2871 3.5365 1.2982  0.57
H: -0.8331 1.9997 1.2931  -0.05